Entry 1:
C50H51N6O2P2PtSi2 as an isolated structure in a non-equilibrium geometry. Source: the Open Molecules 2025 dataset; level of theory: the ωB97M-V functional and the def2-TZVPD basis.

CARTESIAN COORDINATES (ANGSTROEM)
Pt 0.45050 -0.02599 -1.16646
C -3.00840 -1.43019 -2.94586
Si -3.00780 -1.91789 -1.10526
C -4.55800 -1.13989 -0.28636
C -3.14790 -3.82429 -0.94296
N -1.57560 -1.23329 -0.44886
P -0.77340 -1.50419 0.90374
C 0.40360 -0.22509 0.85074
P 2.12150 -0.13389 1.13564
N 2.72490 0.43311 -0.22666
Si 3.81150 1.70941 -0.61266
C 4.75910 1.11431 -2.16606
C 2.91890 3.35301 -0.99456
C 5.05810 2.10871 0.79294
C 2.39710 0.94801 2.57254
C 1.70620 2.15401 2.50304
C 1.85810 3.09861 3.49964
C 2.69090 2.83051 4.57764
C 3.37910 1.63071 4.64984
C 3.24040 0.68991 3.64424
C 3.02120 -1.63989 1.61104
C 2.67090 -2.34139 2.75604
C 3.41130 -3.44699 3.12824
C 4.50800 -3.83179 2.37164
C 4.86880 -3.11249 1.24324
C 4.11940 -2.01899 0.85324
C -0.08760 -3.18009 1.06484
C 0.11120 -3.81279 2.28614
C 0.69660 -5.06449 2.32294
C 1.07880 -5.68519 1.14544
C 0.88090 -5.05179 -0.07286
C 0.30890 -3.79369 -0.11736
C -1.90750 -1.32109 2.31354
C -2.72940 -2.35839 2.73624
C -3.69660 -2.13349 3.69794
C -3.85760 -0.86339 4.23164
C -3.06360 0.18401 3.78784
C -2.09150 -0.04489 2.83074
H -4.01310 -1.29069 -3.33326
H -2.51230 -2.17729 -3.55446
H -2.46370 -0.50059 -3.06866
H -5.47070 -1.44649 -0.78896
H -4.49940 -0.05789 -0.33496
H -4.64550 -1.41019 0.76144
H -4.09690 -4.18919 -1.32846
H -3.06650 -4.14369 0.09304
H -2.35170 -4.31419 -1.49516
H 4.56200 0.06461 -2.36236
H 5.83260 1.25471 -2.07906
H 4.41870 1.66741 -3.03446
H 2.48580 3.31111 -1.98716
H 3.59810 4.19871 -0.95696
H 2.11440 3.53841 -0.29126
H 5.29490 1.23351 1.38964
H 4.64780 2.85391 1.46704
H 5.98610 2.50401 0.39064
H 1.05300 2.31711 1.65274
H 1.33120 4.04231 3.44324
H 2.79600 3.55741 5.36984
H 4.02460 1.42401 5.49394
H 3.78810 -0.24069 3.69554
H 1.83240 -1.99489 3.34944
H 3.14710 -4.00029 4.01874
H 5.09380 -4.68889 2.67444
H 5.74590 -3.39079 0.67694
H 4.37400 -1.42549 -0.01406
H -0.19400 -3.32969 3.20514
H 0.85440 -5.56109 3.27224
H 1.52800 -6.66909 1.18924
H 1.17200 -5.55489 -0.98416
H 0.14350 -3.27149 -1.05336
H -2.60170 -3.34129 2.30444
H -4.33450 -2.94569 4.02444
H -4.61500 -0.68589 4.98304
H -3.21370 1.17971 4.18464
H -1.45650 0.75181 2.46474
C -1.43480 1.87951 -2.51636
C -0.41940 2.01641 -1.53336
N -0.74480 2.35771 -0.25916
C -1.99890 2.51581 0.06114
C -3.06740 2.48831 -0.85746
C -2.74340 2.09831 -2.16926
C -4.40830 2.85771 -0.50846
C -4.83180 3.76481 0.40714
C -4.08200 4.73941 1.15274
C -2.81970 5.25391 0.79634
C -2.22260 6.12911 1.67404
N -2.82070 6.55921 2.78864
C -4.05620 6.11881 2.96904
N -4.70700 5.24661 2.23574
H -1.16990 1.68261 -3.54446
H 0.59440 2.28281 -1.84756
H -2.20510 2.69661 1.10964
H -3.52900 2.04401 -2.91096
H -5.18700 2.34181 -1.06156
H -5.89420 3.80161 0.61774
H -2.34180 4.96681 -0.12456
H -1.22270 6.51001 1.49344
H -4.58260 6.51101 3.83644
O 1.60160 1.61771 -3.99676
C 1.20890 0.47791 -4.16936
N 0.83950 -0.41029 -3.20516
C 0.43250 -1.59219 -3.74706
O 0.08810 -2.57749 -3.12086
C 0.48050 -1.45289 -5.23756
C 0.09740 -2.29179 -6.26016
C 0.23280 -1.82789 -7.56466
C 0.76020 -0.57209 -7.82146
C 1.15300 0.27091 -6.78666
C 0.99790 -0.18509 -5.49646
H -0.32090 -3.26449 -6.05226
H -0.08070 -2.45579 -8.38746
H 0.84940 -0.23299 -8.84406
H 1.57410 1.24671 -6.98156

E_HOMO (spin up / spin down) (Ha): -0.138 / -0.138
Charge: -1
Energy relative to the best compared isomer or geometry (same formula, charge and spin) (kcal/mol): 11.0
LUMO level (spin up / spin down) (hartree): 0.0635 / 0.0637
2S+1: 1
F_max (eV/A): 2.20

=====

Entry 2:
B3F8H4Sn as an isolated structure in a non-equilibrium geometry. Source: the Open Molecules 2025 dataset; level of theory: the ωB97M-V functional and the def2-TZVPD basis.

CARTESIAN COORDINATES (ANGSTROEM)
Sn 0.54094 -0.51964 -0.07188
B -1.59308 -2.42107 -1.29663
H -2.10949 -1.40690 -1.61273
H -2.24726 -3.33051 -1.64852
H -0.47345 -2.45040 -1.73271
H -1.60758 -2.47362 -0.09848
B 3.14995 0.25459 1.61197
F 2.28633 -0.50304 2.41598
F 2.41373 1.36218 1.07235
F 4.24274 0.75943 2.28438
F 3.50600 -0.44550 0.43074
B -1.66404 2.23243 -0.27140
F -0.23297 2.18821 -0.25583
F -2.08875 0.92901 -0.05470
F -2.10962 3.06962 0.75007
F -2.01345 2.75521 -1.52261

E_HOMO (Ha): -0.282
Charge: -1
Energy relative to the best compared isomer or geometry (same formula, charge and spin) (kcal/mol): 0.0
LUMO level (hartree): -0.0056
2S+1: 1
F_max (eV/A): 1.78

=====

Entry 3:
C56H65N7OP2Si2Y as an isolated structure in a non-equilibrium geometry. Source: the Open Molecules 2025 dataset; level of theory: the ωB97M-V functional and the def2-TZVPD basis.

CARTESIAN COORDINATES (ANGSTROEM)
Y -0.85194 0.36993 -0.71643
C 3.11927 2.29323 4.04219
Si 2.08631 2.63646 2.47479
C 0.66600 3.74318 3.07052
C 3.25916 3.70512 1.43387
N 1.38169 1.28270 1.69519
P 2.08903 0.08360 0.92411
C 1.12356 -0.82470 -0.19525
P 0.33840 -2.20377 0.50999
N -1.26093 -2.07612 0.34874
Si -2.62963 -2.96650 0.85190
C -2.61053 -4.86629 1.02281
C -3.97696 -2.61521 -0.43563
C -3.27113 -2.51122 2.59202
C 0.94146 -3.65198 -0.48065
C 0.41165 -4.92856 -0.30303
C 0.80323 -5.98388 -1.11141
C 1.73975 -5.77874 -2.11630
C 2.28740 -4.51676 -2.29300
C 1.89645 -3.46502 -1.47407
C 0.62293 -2.81573 2.22453
C -0.10070 -2.16285 3.22209
C -0.08708 -2.61914 4.52848
C 0.66208 -3.73719 4.86128
C 1.40051 -4.38320 3.88150
C 1.38372 -3.92787 2.57054
C 3.52922 0.76963 -0.00343
C 4.82429 0.83901 0.50547
C 5.82463 1.49548 -0.19807
C 5.54241 2.09655 -1.41448
C 4.25416 2.04188 -1.92743
C 3.25944 1.38729 -1.21961
C 3.12348 -0.97994 2.00450
C 3.97339 -1.90202 1.39445
C 4.90979 -2.59403 2.14225
C 4.99344 -2.38281 3.51247
C 4.12447 -1.49749 4.13057
C 3.19390 -0.79385 3.37584
H 3.56891 3.22747 4.39045
H 2.50910 1.89572 4.85852
H 3.92814 1.58338 3.85109
H 1.06289 4.70170 3.41890
H -0.05115 3.94280 2.27171
H 0.12486 3.28569 3.90296
H 3.25279 4.73641 1.79975
H 4.28508 3.33326 1.48310
H 2.96597 3.71550 0.38698
H -2.37613 -5.38321 0.08961
H -1.90171 -5.19452 1.78958
H -3.60369 -5.19250 1.34125
H -3.81421 -3.23712 -1.32099
H -4.97690 -2.83687 -0.05068
H -3.95889 -1.57279 -0.75869
H -2.48864 -2.67065 3.33746
H -3.61582 -1.48057 2.68610
H -4.11094 -3.16266 2.84882
H -0.30886 -5.08770 0.48476
H 0.37387 -6.96822 -0.96342
H 2.04706 -6.60338 -2.74830
H 3.01242 -4.34978 -3.08135
H 2.32289 -2.47353 -1.59094
H -0.67687 -1.28791 2.94993
H -0.65915 -2.10340 5.29111
H 0.68393 -4.09488 5.88361
H 1.99607 -5.25184 4.13676
H 1.96652 -4.44024 1.81890
H 5.05885 0.38567 1.46065
H 6.82795 1.54766 0.20898
H 6.32297 2.61607 -1.95786
H 4.02090 2.53013 -2.86309
H 2.24708 1.35055 -1.59226
H 3.90104 -2.05376 0.32257
H 5.57969 -3.29805 1.66196
H 5.73416 -2.91547 4.09762
H 4.17888 -1.34543 5.20231
H 2.51965 -0.08564 3.83908
C -3.70419 0.86843 1.10607
N -2.33208 1.39753 1.23628
C -1.82472 1.08256 2.57896
C -2.36149 2.83890 0.98742
C -3.20107 3.63512 1.75301
C -3.40334 4.97738 1.48440
C -2.78136 5.52054 0.36762
C -1.92433 4.75247 -0.39118
C -1.61709 3.40720 -0.07375
N -0.70973 2.66611 -0.79750
C 0.22948 3.31269 -1.57934
C 0.85448 4.51602 -1.20270
C 1.75822 5.16198 -2.02276
C 2.09104 4.62468 -3.25756
C 1.53849 3.40688 -3.62361
C 0.64408 2.73939 -2.80018
N 0.04274 1.48148 -3.20059
C 0.95292 0.60794 -3.94114
C -1.13440 1.78698 -4.02405
H -4.15619 1.26360 0.20285
H -4.32604 1.14352 1.96626
H -3.67282 -0.21835 1.03381
H -2.37454 1.62273 3.35995
H -0.76829 1.33122 2.64253
H -1.95557 0.01417 2.75255
H -3.73397 3.19386 2.58759
H -4.05737 5.57006 2.11079
H -2.96900 6.55264 0.09405
H -1.47540 5.18175 -1.27463
H 0.62050 4.92992 -0.23146
H 2.21909 6.08570 -1.69237
H 2.78099 5.13317 -3.91951
H 1.82267 2.97249 -4.57476
H 0.47373 -0.35989 -4.07333
H 1.87933 0.46815 -3.38533
H 1.19555 1.00159 -4.93758
H -0.83808 2.31942 -4.93885
H -1.82121 2.40912 -3.45248
H -1.65009 0.86696 -4.29894
O -2.88427 0.97524 -1.67060
C -3.87302 0.72638 -2.44559
C -4.97203 1.62616 -2.51475
C -6.07359 1.37523 -3.29529
C -6.14931 0.20803 -4.06048
C -5.08727 -0.66983 -4.04247
C -3.94326 -0.43424 -3.27139
C -2.80799 -1.33762 -3.31740
N -1.64129 -1.20106 -2.70121
C -0.85722 -2.25473 -3.10311
C -1.54236 -3.04883 -3.96225
N -2.77750 -2.45709 -4.09501
H -4.90166 2.52855 -1.91710
H -6.88863 2.08931 -3.32307
H -7.02476 0.00117 -4.66251
H -5.14992 -1.56462 -4.65330
H 0.14641 -2.37293 -2.74378
H -1.27281 -3.95893 -4.46836
H -3.53542 -2.81738 -4.64116

E_HOMO (Ha): -0.155
Charge: -1
Energy relative to the best compared isomer or geometry (same formula, charge and spin) (kcal/mol): 7.0
LUMO level (hartree): 0.0857
2S+1: 1
F_max (eV/A): 2.06

=====

Entry 4:
C2HClN2O2 as an isolated structure in a non-equilibrium geometry. Source: the Open Molecules 2025 dataset; level of theory: the ωB97M-V functional and the def2-TZVPD basis.

CARTESIAN COORDINATES (ANGSTROEM)
C 0.97853 1.05408 1.08441
C 0.33716 0.07025 0.43022
N 1.57008 1.84280 1.71664
N -2.53403 -0.36055 1.25922
O -2.53021 0.38816 0.30239
O -3.47688 -0.73598 1.82949
Cl -0.50602 -1.12536 1.21254
H 0.30058 -0.01726 -0.57460

E_HOMO (spin up / spin down) (Ha): -0.367 / -0.353
Charge: 0
Energy relative to the best compared isomer or geometry (same formula, charge and spin) (kcal/mol): 143.7
LUMO level (spin up / spin down) (hartree): -0.0729 / -0.0680
2S+1: 1
F_max (eV/A): 3.95

=====

Entry 5:
C3H4InO3 as an isolated structure in a non-equilibrium geometry. Source: the Open Molecules 2025 dataset; level of theory: the ωB97M-V functional and the def2-TZVPD basis.

CARTESIAN COORDINATES (ANGSTROEM)
H -1.66005 -0.17844 0.70318
O 2.16683 -1.38554 1.29020
O -0.96363 1.76688 0.45223
C -1.33937 0.57112 -0.06879
C -0.27019 -0.13075 -0.90865
O 0.51707 -1.03915 -0.11243
C 1.48793 -0.55437 0.60937
H -2.21469 0.63393 -0.77073
H 0.40735 0.60972 -1.35866
H -0.72985 -0.74490 -1.69580
In 2.59859 0.45150 1.86008

E_HOMO (spin up / spin down) (Ha): -0.527 / -0.547
Charge: +1
Energy relative to the best compared isomer or geometry (same formula, charge and spin) (kcal/mol): 72.3
LUMO level (spin up / spin down) (hartree): -0.2129 / -0.2986
2S+1: 1
F_max (eV/A): 6.48

=====

Entry 6:
A 2-piece molecular cluster, C6H12N2O overall in a non-equilibrium geometry. Source: the Open Molecules 2025 dataset; level of theory: the ωB97M-V functional and the def2-TZVPD basis.

CARTESIAN COORDINATES (ANGSTROEM)
C -0.46262 -2.89199 -0.89824
C -0.55446 -1.59164 -1.51597
C -1.76225 -0.99219 -1.57807
N -1.65469 0.27138 -2.28299
C -0.31616 0.26822 -2.56275
N 0.41587 -0.81253 -2.15959
H -1.48104 -3.48882 -0.89005
H -0.18728 -2.88023 0.17337
H 0.07640 -3.56634 -1.57750
H -2.69900 -1.40517 -1.64587
H -2.14113 1.12592 -2.26420
H 0.17650 1.23058 -2.97141
C 0.56953 0.95305 2.33682
C 1.34570 2.22693 2.56931
O 2.14775 2.41430 1.26974
H 0.96549 0.32649 1.47860
H -0.32479 1.38727 2.04762
H 0.32267 0.39192 3.20586
H 0.75436 3.13630 2.79369
H 2.05928 2.35223 3.36334
H 2.74985 1.54433 1.10827

E_HOMO (Ha): -0.320
Charge: 0
Structure (SMILES): Cc1c[nH]cn1.CCO
Energy relative to the best compared isomer or geometry (same formula, charge and spin) (kcal/mol): 68.0
LUMO level (hartree): 0.0327
2S+1: 1
F_max (eV/A): 5.10

=====

Entry 7:
One molecule with the formula HO2P in a non-equilibrium geometry. Source: the Open Molecules 2025 dataset; level of theory: the ωB97M-V functional and the def2-TZVPD basis.

CARTESIAN COORDINATES (ANGSTROEM)
O 0.00874 0.84443 -0.21798
O -0.21037 0.46575 -1.48745
P 0.19600 0.00889 1.03990
H 0.00563 -1.31906 0.66554

E_HOMO (spin up / spin down) (Ha): -0.338 / -0.384
Charge: 0
Energy relative to the best compared isomer or geometry (same formula, charge and spin) (kcal/mol): 129.5
LUMO level (spin up / spin down) (hartree): -0.0609 / -0.0578
2S+1: 1
F_max (eV/A): 3.13

=====

Entry 8:
A 7-piece molecular cluster, C8H31NO8 overall in a non-equilibrium geometry. Source: the Open Molecules 2025 dataset; level of theory: the ωB97M-V functional and the def2-TZVPD basis.

CARTESIAN COORDINATES (ANGSTROEM)
C 16.83291 7.27863 6.81358
O 17.76305 7.41822 7.86235
C 18.48572 8.62970 7.74844
C 19.37102 8.75416 8.99411
N 20.30847 7.62108 8.96379
C 21.10153 7.64173 10.18496
C 21.83353 6.28763 10.33521
O 22.49247 6.18200 11.57083
C 22.88623 4.86584 11.91482
H 15.99087 7.97727 6.82151
H 16.49645 6.24149 6.81091
H 17.30989 7.42131 5.83289
H 17.81676 9.49319 7.64767
H 19.13754 8.60424 6.86731
H 18.65898 8.66864 9.82733
H 19.80142 9.74830 9.09964
H 19.72630 6.78944 8.99532
H 20.53539 7.84141 11.10161
H 21.90810 8.37861 10.13639
H 22.45726 6.17757 9.44388
H 21.04430 5.52303 10.35712
H 23.69777 4.57205 11.23641
H 22.08546 4.12295 11.89885
H 23.31881 5.00025 12.90587
C 14.57616 7.66032 10.32199
C 15.19749 9.03696 10.31758
O 16.43345 9.01982 11.08840
H 15.35548 6.90121 10.24772
H 13.89144 7.60116 9.47304
H 14.00986 7.46231 11.23100
H 14.50120 9.72475 10.81273
H 15.41767 9.41260 9.31471
H 16.85737 9.78257 10.67670
O 18.51001 2.12280 9.09927
H 19.31021 1.73398 8.73226
H 18.41424 2.97156 8.64895
O 16.47423 4.25272 8.51010
H 16.66592 5.18429 8.67430
H 15.96512 3.96325 9.30045
O 15.52687 3.71058 11.03550
H 15.63981 2.76529 10.84999
H 14.74530 3.76094 11.59830
O 18.10883 3.47953 5.63624
H 18.06255 4.38412 5.97047
H 18.55411 3.55055 4.78378
O 16.20967 1.93428 6.94886
H 16.79473 2.43015 6.34461
H 16.06880 2.54210 7.68342

E_HOMO (Ha): -0.340
Charge: 0
Structure (SMILES): COCCNCCOC.CCO.O.O.O.O.O
Energy relative to the best compared isomer or geometry (same formula, charge and spin) (kcal/mol): 6.4
LUMO level (hartree): 0.0142
2S+1: 1
F_max (eV/A): 1.80